(1)
16
Properties=species:S:1:pos:R:3 method="wB97M-V/def2-TZVPD" homo_ev="-9.724 / -10.201" homo_lumo_gap_ev="6.58 / 7.43" multiplicity=1 e_above_lowest_kcal_mol=110.9
C 1.3091 -0.2388 1.3726
C 1.5158 -0.3165 -1.0279
C -1.1577 -0.7602 0.0509
C -2.6962 -1.2380 -0.0302
C 1.5540 1.8433 -0.1230
C 1.2730 0.4746 0.1308
N 1.5239 -0.7921 2.3875
N 1.8398 -0.4953 -2.1363
O -0.2843 -1.5668 0.2564
O -1.0797 0.4516 -0.1146
H -2.8976 -1.0684 -1.0131
H -3.3657 -0.5721 0.4994
H -2.6604 -2.1867 0.4526
H 1.0551 2.1942 -0.9771
H 1.4344 2.5169 0.6586
H 2.6363 1.7543 -0.3866

(2)
16
Properties=species:S:1:pos:R:3 method="wB97M-V/def2-TZVPD" homo_ev=-8.369 homo_lumo_gap_ev=7.76 multiplicity=1 e_above_lowest_kcal_mol=100.7
C -2.5955 -0.3063 0.0223
C -1.9326 0.9615 -0.0645
C -0.6162 1.2740 -0.3837
C 0.5119 0.3516 -0.2353
C 1.6939 -1.4392 -0.1868
C 2.6254 -0.3536 0.2687
H -1.1589 -1.8090 -0.3534
H -2.4686 1.9320 0.0999
H -0.2412 2.4002 -0.6508
H 1.9437 -2.4484 -0.1546
H 3.7704 -0.2855 0.7145
H 2.2333 1.7694 0.8322
N 0.4227 -1.0540 -0.2817
N 1.8601 0.7475 0.1167
O -2.2179 -1.5303 0.0037
O -3.8305 -0.2100 0.2528

(3)
16
Properties=species:S:1:pos:R:3 method="wB97M-V/def2-TZVPD" homo_ev=-9.150 smiles="O=c1cc[nH]c(=O)[nH]1.C#C" homo_lumo_gap_ev=9.80 multiplicity=1 e_above_lowest_kcal_mol=88.3
C 3.7181 0.2960 0.3226
C 2.8138 0.8517 -0.1452
C 0.0434 -0.9059 -0.2276
C -1.1547 -1.5838 0.0801
C -2.3182 -0.9256 0.1525
C -1.0527 1.1664 -0.0191
H 4.5219 -0.2891 0.8584
H 2.3340 1.5081 -1.0270
H 0.9994 0.8412 -0.2280
H -1.1397 -2.5977 0.4156
H -3.2413 -1.2766 0.6613
H -3.1143 1.3106 -0.1641
N 0.0830 0.4246 -0.2469
N -2.3484 0.4569 -0.1614
O 1.0547 -1.6298 -0.3426
O -1.1992 2.3530 0.0716

(4)
16
Properties=species:S:1:pos:R:3 method="wB97M-V/def2-TZVPD" homo_ev=-8.033 smiles=CCOc1ocnc1C#N homo_lumo_gap_ev=8.43 multiplicity=1 e_above_lowest_kcal_mol=98.9
C -4.1124 2.1251 0.6422
C -3.1483 -1.2297 -0.0752
C -3.6828 0.8693 0.3198
C -1.9543 0.6231 0.0661
C 1.0596 -0.1393 0.0999
C 0.3618 1.1850 -0.3382
N -4.4669 3.1125 1.0938
N -4.1602 -0.3561 0.1153
O -1.8645 -0.6441 -0.1241
O -0.9363 1.4046 0.2364
H -3.2059 -2.2640 -0.1847
H 0.7375 -0.2058 1.1869
H 0.8074 -1.0107 -0.3985
H 2.1498 0.1391 0.2160
H 0.4062 1.2054 -1.4897
H 0.8450 2.0081 0.1815

(5)
16
Properties=species:S:1:pos:R:3 method="wB97M-V/def2-TZVPD" homo_ev=-9.054 homo_lumo_gap_ev=8.94 multiplicity=1 e_above_lowest_kcal_mol=62.7
C 0.5903 -1.4662 1.4411
C 0.6640 -0.2030 0.8699
C 0.6161 1.9714 1.0856
C -0.3695 1.2436 -0.7709
C -1.0045 -0.0029 -2.3656
C 0.0559 -0.0493 -0.4260
H 1.0753 -2.1943 0.6415
H 1.0383 -1.7196 2.3680
H -0.4600 -1.7309 1.6359
H 0.7004 2.7516 1.7559
H -1.5047 -0.2458 -3.2626
H -0.9866 -1.9669 -1.0691
N 0.8883 0.8617 1.5587
N 0.1332 2.3863 -0.1395
N -1.0152 1.2190 -1.9286
N -0.4214 -0.8546 -1.3943

(6)
17
Properties=species:S:1:pos:R:3 method="wB97M-V/def2-TZVPD" homo_ev=-7.987 homo_lumo_gap_ev=7.52 multiplicity=1 e_above_lowest_kcal_mol=103.6
C -3.3100 0.7814 0.1465
C -1.1087 1.0145 0.3821
C -1.4475 -0.3133 0.0534
C 0.7060 -1.2815 -0.2292
C 1.7165 0.9172 -0.5088
C 2.9178 -0.9047 -0.0073
N -2.8478 -0.3939 -0.0647
N -0.5608 -1.3429 -0.1471
N -2.2897 1.7237 0.3231
N 1.6744 -0.3322 -0.2579
S 0.3783 1.9241 -0.1580
H -4.3808 1.1284 0.0538
H 1.2300 -2.2008 -0.5107
H 3.7452 -0.4473 -0.5215
H 3.2270 -0.9006 1.1111
H 2.9070 -1.9752 -0.3452
H -2.5568 2.6032 0.6802

(7)
16
Properties=species:S:1:pos:R:3 method="wB97M-V/def2-TZVPD" homo_ev="-0.042 / -3.889" homo_lumo_gap_ev="3.51 / 6.26" multiplicity=3 e_above_lowest_kcal_mol=10.8 charge=-1
C -1.0034 -0.9675 -1.4685
C -2.4885 -2.5198 -1.3974
C -2.0358 -2.2344 -3.6607
C -0.3495 -0.3008 -0.5067
C 0.8763 0.6318 -0.7769
C -0.7367 -0.4085 0.9369
N -2.6640 -2.7676 -2.5927
O -2.7514 -2.8734 -0.2781
O -2.1478 -2.4981 -4.8336
S -0.7315 -0.8948 -3.1671
H 0.5018 1.5598 -1.0045
H 1.3953 0.5816 0.1386
H 1.4238 0.2517 -1.5447
H -0.5837 0.4678 1.5393
H -1.7058 -0.8415 0.9448
H 0.0098 -1.0188 1.4241

(8)
15
Properties=species:S:1:pos:R:3 method="wB97M-V/def2-TZVPD" homo_ev=-2.888 smiles="Cc1cccn([O-])c1=S" homo_lumo_gap_ev=6.67 multiplicity=1 e_above_lowest_kcal_mol=39.0 charge=-1
C -0.5495 -1.3549 -1.1465
C 0.5588 -0.6065 -0.8900
C -1.8237 -0.9239 -0.5440
C 0.6313 0.3745 0.1317
C -0.4763 0.7313 0.7930
C 2.0143 0.9427 0.4450
N -1.8100 0.0077 0.3955
O -2.9314 0.3682 0.9162
S -0.5186 1.8001 2.0920
H -0.6633 -2.1883 -1.8653
H 1.5276 -0.9988 -1.2431
H -2.8434 -1.3326 -0.6977
H 2.1422 0.3764 1.4140
H 2.7948 0.6960 -0.3479
H 1.9473 2.1081 0.5471

| no. | E_tot (eV) |
| --- | --- |
| 1 | -13389.816 |
| 2 | -13390.258 |
| 3 | -13390.797 |
| 4 | -13390.336 |
| 5 | -12277.040 |
| 6 | -23110.994 |
| 7 | -22735.892 |
| 8 | -20690.865 |